The following is a quantum chemistry calculation of C24H22N6O2Zr as an isolated structure in a non-equilibrium geometry, from the Open Molecules 2025 dataset.

Cartesian coordinates (Å):
N -0.2097 2.2517 0.0872
C -0.0802 3.4121 0.0232
C -0.0108 4.8438 0.0526
H -1.0222 5.2606 -0.0704
H 0.6272 5.2182 -0.7633
H 0.4048 5.1811 1.0129
N 1.7757 -1.0041 -0.3836
C 2.7299 -1.6671 -0.5070
C 3.8799 -2.5000 -0.6331
H 4.5873 -2.0628 -1.3524
H 3.5921 -3.5029 -0.9823
H 4.3854 -2.6017 0.3366
N -2.2606 -0.6935 0.0936
C -3.2868 -1.2385 0.0440
C -4.5802 -1.8628 0.0705
H -4.6121 -2.6460 0.8416
H -4.8047 -2.3158 -0.9081
H -5.3399 -1.1006 0.2973
Zr -0.2293 0.0821 -0.6459
C -0.3731 -2.7600 0.0195
O -0.4015 -3.6608 0.7296
C 2.5984 1.5624 0.4798
O 3.3143 1.7142 1.3618
C 0.4004 1.3635 -2.4780
C -1.0015 1.4458 -2.4000
C -1.7728 0.2888 -2.4247
C -1.1527 -0.9709 -2.4742
C 0.2346 -1.0510 -2.6305
C 1.0058 0.1217 -2.6679
H 1.0154 2.2652 -2.4735
H -1.4985 2.4160 -2.3450
H -2.8617 0.3714 -2.4018
H -1.7407 -1.8889 -2.4505
H 0.6960 -2.0339 -2.7355
H 2.0827 0.0818 -2.8408
N -1.0261 1.8207 10.7214
C -0.8981 1.4858 9.6073
C -0.6751 1.0956 8.2399
C -1.5502 1.4888 7.2155
C -1.2978 1.1160 5.8878
C -0.1783 0.3249 5.5922
C 0.6889 -0.0797 6.6191
C 0.4415 0.3090 7.9369
N 0.1354 -0.0224 4.2582
C 1.1619 -0.8867 3.8820
C 1.1323 -0.9694 2.5262
N 0.1279 -0.1555 2.0248
C -0.4686 0.3887 3.0949
H -2.4369 2.0732 7.4649
H -1.9655 1.4321 5.0881
H 1.5701 -0.6845 6.4105
H 1.1099 -0.0231 8.7335
H 1.8184 -1.3677 4.5819
H 1.7628 -1.5536 1.8774
H -1.3255 1.0511 3.0907

Calculated values
total charge: +4
E_tot: -1452.25507 a.u.
highest occupied orbital energy (alpha / beta): -17.6 / -17.6 eV
energy relative to the best compared isomer or geometry (same formula, charge and spin): 0.163 eV
multiplicity: 1
gap between HOMO and LUMO (alpha / beta): 1.9 / 1.9 eV